Entry P
Molecular formula: C5H14NO2
Method: DFT, ωB97M-V/def2-TZVPD

Each line ends with the Löwdin charge.
Atoms and positions in Å:
C (0.746, 1.846, -0.520)  -0.1250
N (1.025, 0.398, -0.462)  -0.2509
C (0.959, -0.147, -1.839)  -0.1447
C (-1.427, -0.037, -0.016)  -0.0814
C (0.064, -0.315, 0.430)  -0.3180
C (0.325, 0.433, 1.919)  -0.5075
O (-0.547, 1.366, 2.181)  -0.3190
H (0.249, 2.108, -1.474)  0.0722
H (1.716, 2.365, -0.436)  0.0739
H (0.230, 2.118, 0.427)  0.0663
H (0.121, 0.267, -2.394)  0.0568
H (1.743, 0.423, -2.426)  0.0812
H (1.240, -1.197, -1.847)  0.0737
H (-2.010, -0.495, 0.772)  0.0769
H (-1.531, 1.041, -0.063)  0.0537
H (-1.473, -0.403, -1.052)  0.0388
H (0.180, -1.403, 0.445)  0.0934
H (0.360, -0.442, 2.632)  0.0644
H (1.432, 0.683, 1.867)  0.0810
H (-0.309, -2.329, -0.847)  -0.0264
H (-1.636, -2.534, -1.350)  0.0237
O (-0.882, -3.078, -1.087)  -0.0833

Calculated values
LUMO energy in eV: 3.682
E_HOMO in eV: -2.7
Frontier orbital gap in Ha: 0.2335
Net charge: -1

=====

Entry Q
Molecular formula: C5H14NO2
Method: DFT, ωB97M-V/def2-TZVPD

Each line ends with the Löwdin charge.
Atoms and positions in Å:
C (-1.698, 0.908, -1.439)  -0.0922
C (-0.767, -0.199, -0.985)  -0.4396
C (-1.219, -0.849, 0.347)  -0.1910
C (-0.049, -1.230, 1.251)  -0.2026
C (0.628, 0.028, 1.894)  -0.4334
O (0.622, 1.166, 1.152)  -0.3084
N (-0.724, -1.223, -2.085)  0.0140
H (-1.857, 1.655, -0.663)  0.0678
H (-1.313, 1.393, -2.326)  0.0630
H (-2.699, 0.512, -1.646)  0.0664
H (0.231, 0.199, -0.919)  0.1070
H (-1.731, 0.000, 0.813)  0.1010
H (-1.901, -1.671, 0.117)  0.0948
H (0.644, -1.834, 0.659)  0.0912
H (-0.392, -1.827, 2.091)  0.0814
H (0.120, 0.184, 2.851)  0.0778
H (1.671, -0.307, 2.092)  0.0912
H (0.234, -1.481, -2.276)  0.0454
H (-1.266, -2.037, -1.835)  0.0384
H (1.847, 1.451, 0.481)  -0.0171
H (2.733, 0.555, -0.534)  -0.0331
O (2.796, 1.380, -0.042)  -0.2220

Calculated values
LUMO energy in eV: 3.991
E_HOMO in eV: -3.5
Frontier orbital gap in Ha: 0.2747
Net charge: -1

=====

Entry R
Molecular formula: C5H14NO2
Method: DFT, ωB97M-V/def2-TZVPD

Each line ends with the Löwdin charge.
Atoms and positions in Å:
C (0.130, -2.138, -1.488)  -0.1026
N (-0.389, -0.691, -1.306)  -0.2038
C (0.234, 0.145, -2.462)  -0.1068
C (1.358, -0.285, 0.570)  -0.1048
C (-0.087, -0.107, 0.067)  -0.3133
C (-1.076, -1.067, 0.969)  -0.4891
O (-0.502, -1.110, 2.129)  -0.3614
H (0.524, -2.386, -0.429)  0.0908
H (1.019, -2.208, -2.032)  0.0351
H (-0.701, -2.761, -1.684)  0.0534
H (1.112, 0.684, -2.144)  0.0415
H (0.607, -0.604, -3.220)  0.0693
H (-0.480, 0.910, -2.658)  0.0429
H (2.154, -0.200, -0.005)  -0.0079
H (1.589, 0.397, 1.358)  0.0514
H (1.408, -1.302, 1.172)  0.1083
H (-0.416, 0.892, 0.198)  0.0914
H (-2.006, -0.586, 1.242)  0.0731
H (-1.043, -1.978, 0.425)  0.0409
H (0.383, 3.879, 0.722)  0.0616
H (-0.827, 3.986, 1.619)  0.0368
O (0.009, 4.463, 1.452)  -0.1067

Calculated values
LUMO energy in eV: 3.518
E_HOMO in eV: -1.9
Frontier orbital gap in Ha: 0.2006
Net charge: -1

=====

Going by the computed energies, the most stable comes first: entry Q, entry P, entry R.

=====

Entry P
Molecular formula: C5H10N3O2
Method: DFT, ωB97M-V/def2-TZVPD

Each line ends with the Löwdin charge.
Atoms and positions in Å:
N (-0.210, 1.818, 0.658)  0.1903
C (-0.221, 0.587, 0.134)  -0.4365
N (-1.563, 0.492, -1.064)  0.2219
C (-0.491, -0.623, 1.059)  -0.0743
O (-0.007, -1.741, 0.354)  -0.0304
C (1.021, -1.375, -0.489)  -0.1924
C (2.449, -1.083, 0.007)  0.0282
C (2.193, 0.392, -0.168)  -0.3981
O (2.753, 1.414, 0.017)  0.1806
N (0.848, 0.215, -0.676)  0.1029
H (0.314, 2.552, 0.206)  0.1318
H (-0.812, 2.080, 1.419)  0.1335
H (-2.479, 0.495, -0.618)  0.1341
H (-1.442, -0.364, -1.607)  0.1323
H (-1.479, 1.297, -1.686)  0.1387
H (0.069, -0.449, 1.990)  0.1520
H (-1.535, -0.815, 1.309)  0.1413
H (0.951, -1.933, -1.421)  0.1618
H (3.241, -1.481, -0.622)  0.1369
H (2.650, -1.367, 1.039)  0.1456

Calculated values
SMILES: N[C@]1([NH3+])CO[C@@H]2CC(=O)N21
LUMO energy in eV: -3.199
E_HOMO in eV: -14.2
Frontier orbital gap in Ha: 0.4042
Net charge: +1

=====

Entry Q
Molecular formula: C5H10N3O2
Method: DFT, ωB97M-V/def2-TZVPD

Each line ends with the Löwdin charge.
Atoms and positions in Å:
C (0.406, 2.113, 0.892)  -0.1028
C (1.299, -1.844, -0.116)  -0.2326
C (1.500, 2.293, 0.160)  0.0689
C (2.201, -2.186, -1.005)  0.0441
C (-0.924, 0.453, -0.326)  -0.4285
N (-0.758, 1.326, 0.595)  0.1409
N (-1.809, -0.496, -0.283)  -0.0034
N (-2.675, -0.610, 0.758)  0.0946
O (0.345, -1.584, 0.522)  0.1335
O (0.018, 0.410, -1.285)  0.1478
H (0.148, 2.573, 1.832)  0.1213
H (1.875, 1.796, -0.732)  0.0744
H (2.299, 2.785, 0.662)  0.0652
H (2.389, -3.211, -1.207)  0.0724
H (3.083, -1.573, -0.892)  0.0811
H (-1.764, -1.226, -1.045)  0.2114
H (-3.657, -0.838, 0.520)  0.1483
H (-1.589, 1.266, 1.218)  0.1797
H (-2.351, -1.059, 1.526)  0.0697
H (-0.035, -0.387, -1.795)  0.1140

Calculated values
LUMO energy in eV: -3.059
E_HOMO in eV: -13.2
Frontier orbital gap in Ha: 0.3730
Net charge: +1

=====

Going by the computed energies, the most stable comes first: entry P, entry Q.

=====

Entry P
Molecular formula: C16H17N
Method: DFT, ωB97M-V/def2-TZVPD

Each line ends with the Löwdin charge.
Atoms and positions in Å:
C (4.154, -1.985, 2.756)  -0.0433
C (2.778, -1.508, 3.084)  -0.2323
C (2.002, -1.925, 4.111)  -0.0649
N (0.793, -1.257, 4.112)  0.0729
C (0.780, -0.397, 3.049)  -0.2275
C (-0.184, 0.562, 2.699)  -0.0124
C (-0.001, 1.128, 1.453)  -0.1017
C (1.205, 1.027, 0.739)  -0.1099
C (2.247, 0.279, 1.252)  -0.0226
C (2.015, -0.493, 2.404)  -0.1419
H (4.173, -3.059, 2.615)  0.0747
H (4.902, -1.695, 3.492)  0.0771
H (4.454, -1.509, 1.819)  0.0688
H (2.194, -2.663, 4.877)  0.1225
H (-0.006, -1.471, 4.686)  0.1512
H (-1.104, 0.657, 3.260)  0.1056
H (-0.804, 1.743, 1.071)  0.0982
H (1.349, 1.617, -0.148)  0.0800
H (3.261, 0.413, 0.890)  0.1083
C (-3.821, 1.831, -4.291)  -0.0701
C (-2.833, 1.042, -3.507)  -0.2815
C (-1.755, 1.720, -2.909)  -0.0498
C (-0.785, 1.011, -2.242)  -0.0983
C (-0.827, -0.380, -2.109)  -0.0859
C (-1.823, -1.049, -2.788)  -0.0881
C (-2.790, -0.340, -3.499)  -0.0601
H (-4.110, 2.834, -3.955)  0.0789
H (-4.787, 1.382, -4.469)  0.0693
H (-3.413, 2.065, -5.282)  0.0862
H (-1.712, 2.799, -3.006)  0.1110
H (0.107, 1.499, -1.865)  0.0817
H (-0.206, -0.884, -1.381)  0.0996
H (-1.942, -2.124, -2.829)  0.1000
H (-3.511, -0.871, -4.090)  0.1041

Calculated values
SMILES: Cc1c[nH]c2ccccc12.Cc1ccccc1
LUMO energy in eV: 0.950
E_HOMO in eV: -7.8
Frontier orbital gap in Ha: 0.3219
Net charge: 0

=====

Entry Q
Molecular formula: C16H17N
Method: DFT, ωB97M-V/def2-TZVPD

Each line ends with the Löwdin charge.
Atoms and positions in Å:
C (-0.455, -1.247, -4.628)  -0.0506
C (-0.512, -1.160, -3.136)  -0.2292
C (-0.502, 0.010, -2.433)  -0.0602
N (-0.255, -0.248, -1.108)  0.0754
C (-0.036, -1.581, -0.928)  -0.2122
C (0.049, -2.309, 0.256)  -0.0352
C (0.119, -3.675, 0.162)  -0.1002
C (-0.115, -4.342, -1.082)  -0.0991
C (-0.285, -3.598, -2.229)  -0.0374
C (-0.249, -2.201, -2.183)  -0.1346
H (-0.717, -2.246, -4.965)  0.0649
H (0.583, -1.173, -4.964)  0.0830
H (-1.122, -0.570, -5.146)  0.0734
H (-0.580, 1.020, -2.811)  0.1234
H (-0.229, 0.452, -0.379)  0.1351
H (-0.125, -1.814, 1.200)  0.1036
H (0.091, -4.317, 1.037)  0.0958
H (0.272, -5.344, -1.059)  0.0911
H (-0.558, -4.153, -3.121)  0.1068
C (-1.662, 1.812, 1.969)  -0.0641
C (-0.255, 2.266, 2.301)  -0.2890
C (0.301, 3.281, 1.502)  -0.0513
C (1.513, 3.808, 1.920)  -0.0951
C (2.160, 3.343, 3.055)  -0.0971
C (1.544, 2.382, 3.850)  -0.0817
C (0.371, 1.771, 3.439)  -0.0491
H (-2.004, 1.059, 2.675)  0.0705
H (-1.909, 1.265, 1.048)  0.0665
H (-2.304, 2.685, 1.960)  0.0796
H (-0.325, 3.557, 0.663)  0.1104
H (2.041, 4.483, 1.255)  0.1010
H (3.178, 3.652, 3.193)  0.0982
H (2.115, 2.172, 4.736)  0.0979
H (-0.138, 0.961, 3.951)  0.1092

Calculated values
SMILES: Cc1c[nH]c2ccccc12.Cc1ccccc1
LUMO energy in eV: 0.732
E_HOMO in eV: -7.8
Frontier orbital gap in Ha: 0.3127
Net charge: 0

=====

Going by the computed energies, the most stable comes first: entry P, entry Q.

=====

Entry P
Molecular formula: C16H17N
Method: DFT, ωB97M-V/def2-TZVPD

Each line ends with the Löwdin charge.
Atoms and positions in Å:
C (-1.726, 0.192, 3.240)  -0.0652
C (-1.178, 1.076, 2.203)  -0.2538
C (-2.004, 1.970, 1.568)  -0.0313
N (-1.235, 2.696, 0.607)  0.0802
C (0.073, 2.326, 0.769)  -0.2266
C (1.170, 2.650, -0.022)  -0.0249
C (2.247, 1.771, 0.010)  -0.0948
C (2.192, 0.573, 0.739)  -0.1111
C (1.163, 0.293, 1.615)  -0.0366
C (0.131, 1.203, 1.640)  -0.1482
H (-1.383, -0.861, 3.181)  0.0821
H (-2.826, 0.268, 3.273)  0.0803
H (-1.490, 0.499, 4.265)  0.0770
H (-3.050, 2.164, 1.598)  0.1074
H (-1.477, 3.430, -0.034)  0.1439
H (1.267, 3.520, -0.664)  0.1044
H (3.070, 1.885, -0.684)  0.0964
H (3.015, -0.090, 0.512)  0.0951
H (1.315, -0.642, 2.175)  0.1208
C (1.298, -3.148, -0.648)  -0.0624
C (0.394, -2.141, -1.312)  -0.2828
C (-0.802, -1.591, -0.807)  -0.0553
C (-1.482, -0.579, -1.463)  -0.0931
C (-1.023, -0.188, -2.707)  -0.1143
C (0.084, -0.769, -3.288)  -0.0945
C (0.807, -1.729, -2.586)  -0.0649
H (1.161, -4.151, -1.092)  0.0800
H (1.052, -3.264, 0.429)  0.0830
H (2.319, -2.901, -0.997)  0.0804
H (-1.140, -2.002, 0.153)  0.1109
H (-2.417, -0.212, -1.029)  0.1068
H (-1.655, 0.439, -3.345)  0.1034
H (0.431, -0.516, -4.284)  0.1006
H (1.699, -2.172, -3.018)  0.1071

Calculated values
SMILES: Cc1c[nH]c2ccccc12.Cc1ccccc1
LUMO energy in eV: 0.900
E_HOMO in eV: -7.7
Frontier orbital gap in Ha: 0.3178
Net charge: 0

=====

Entry Q
Molecular formula: C16H17N
Method: DFT, ωB97M-V/def2-TZVPD

Each line ends with the Löwdin charge.
Atoms and positions in Å:
C (-2.609, 0.397, 1.244)  -0.0437
C (-1.205, -0.035, 1.474)  -0.2283
C (-0.742, -1.313, 1.483)  -0.0626
N (0.628, -1.287, 1.648)  0.0808
C (1.042, -0.001, 1.820)  -0.2329
C (2.349, 0.489, 1.884)  -0.0336
C (2.518, 1.861, 1.834)  -0.0994
C (1.390, 2.698, 1.797)  -0.1085
C (0.115, 2.209, 1.631)  -0.0326
C (-0.092, 0.830, 1.724)  -0.1391
H (-3.374, -0.168, 1.781)  0.0765
H (-2.903, 0.340, 0.190)  0.0701
H (-2.756, 1.466, 1.445)  0.0736
H (-1.253, -2.257, 1.411)  0.1204
H (1.163, -2.131, 1.738)  0.1504
H (3.173, -0.155, 1.584)  0.1082
H (3.521, 2.263, 1.893)  0.0961
H (1.539, 3.768, 1.680)  0.0965
H (-0.707, 2.912, 1.585)  0.1076
C (0.245, -2.887, -1.452)  -0.0693
C (0.022, -1.478, -1.861)  -0.2938
C (-1.151, -1.087, -2.490)  -0.0589
C (-1.389, 0.239, -2.853)  -0.0912
C (-0.507, 1.220, -2.445)  -0.0925
C (0.690, 0.839, -1.838)  -0.0828
C (0.988, -0.496, -1.639)  -0.0568
H (0.019, -3.631, -2.219)  0.0799
H (-0.391, -3.257, -0.635)  0.0659
H (1.245, -3.061, -1.046)  0.0753
H (-1.940, -1.830, -2.577)  0.1124
H (-2.349, 0.443, -3.321)  0.1016
H (-0.671, 2.272, -2.630)  0.0991
H (1.463, 1.580, -1.667)  0.1059
H (1.930, -0.751, -1.173)  0.1057

Calculated values
SMILES: Cc1c[nH]c2ccccc12.Cc1ccccc1
LUMO energy in eV: 0.795
E_HOMO in eV: -7.7
Frontier orbital gap in Ha: 0.3136
Net charge: 0

=====

Going by the computed energies, the most stable comes first: entry Q, entry P.